Run one
Below is the molecule C17H18N4O2, with properties calculated with ωB97M-V/def2-TZVPD.

Calculated values
SMILES: Cc1ccc(-c2nc(C#N)c(N3CCC(C(N)=O)CC3)o2)cc1
Orbital gap, eV: 8.11

Structure (XYZ):
```
41
C17H18N4O2 (ωB97M-V/def2-TZVPD)
O 0.72751 -0.39455 -0.01100
O -2.64262 4.75048 -2.17741
N 0.15147 -2.54036 -0.12358
N -4.43749 3.42626 -2.43664
N -0.29745 0.51919 -1.89057
N -1.85403 -3.06101 -2.92460
C 3.82963 -2.55624 5.33361
C -3.13129 3.64511 -2.16845
C 3.05526 -2.31359 4.07517
C 1.65221 -3.14616 2.29844
C 2.38357 -3.35941 3.44683
C 1.57580 -1.86566 1.74694
C -2.33171 2.36987 -1.89777
C 2.24453 -0.81318 2.37058
C 0.81069 -1.65498 0.54453
C -0.41262 -1.88264 -1.18910
C 2.97346 -1.04170 3.52046
C -1.22568 0.41444 -2.99809
C -1.08274 2.68402 -1.06015
C -0.04517 -0.53992 -1.10418
C -1.92000 1.75484 -3.24137
C 0.11962 1.85377 -1.52315
C -1.19928 -2.52937 -2.14263
H 0.86492 1.78557 -0.73144
H -0.85064 3.74566 -1.16591
H 4.33785 -3.51730 5.29491
H 3.15339 -2.57064 6.18916
H -4.84836 2.51047 -2.41692
H 3.48944 -0.21954 3.99585
H -1.26051 2.44818 -3.76407
H -0.69419 0.09181 -3.90269
H 2.19028 0.17918 1.94832
H -2.79262 1.58656 -3.87358
H -2.97258 1.65408 -1.37282
H 1.13201 -3.95237 1.80640
H 0.59004 2.31536 -2.39648
H 4.56541 -1.77257 5.49675
H -1.97194 -0.34957 -2.76196
H -1.28996 2.48531 -0.00790
H 2.43999 -4.35285 3.86806
H -5.02622 4.21346 -2.65352
```

These are the Mulliken partial charges, in e, on atoms 1 to 4: number 1, O, carries -0.4958; number 2, O, carries -0.6300; number 3, N, carries -0.6559; number 4, N, carries -0.3625

---

Run two
Below is the molecule C17H18N4O2, with properties calculated with ωB97M-V/def2-TZVPD.

Calculated values
SMILES: CCOC(=O)[C@@H]1C(C)=Nc2ncnn2[C@H]1/C=C/c1ccccc1
Orbital gap, eV: 8.60

Structure (XYZ):
```
41
C17H18N4O2 (ωB97M-V/def2-TZVPD)
O 0.49562 -2.09760 -2.43247
O 1.09150 -2.44032 -0.29683
N 0.44553 1.21486 -1.84500
N 1.37007 2.04859 -2.30435
N -1.86241 0.37628 -2.45762
N -0.44217 1.90443 -3.63976
C 0.89708 0.89817 4.29954
C -1.05794 -4.08035 -2.51734
C -2.75362 -1.37127 -1.26072
C 0.98720 2.78746 2.78945
C 0.28369 -3.44101 -2.87621
C 0.96398 3.68517 3.88952
C -0.65896 1.07273 -2.66291
C 0.70559 1.06098 0.53450
C 0.83079 3.16410 5.16661
C -1.64090 -0.47436 -1.47191
C 0.69593 1.80893 5.34666
C 0.34422 -1.96446 -1.11563
C 0.75292 2.59385 -3.31928
C 0.81220 0.35793 -0.72167
C 1.13216 0.58377 1.74187
C -0.31455 -0.68623 -0.71807
C 1.01544 1.39511 2.92505
H 0.99674 4.75391 3.73274
H 1.13035 3.45289 -3.83901
H 0.96214 -0.14187 4.65112
H 0.66955 3.85163 5.94340
H -3.60810 -0.92012 -0.66723
H 0.38637 -3.62851 -3.99789
H 0.97844 3.12303 1.83326
H -0.70647 -1.03439 0.23122
H 0.43171 1.43984 6.29369
H 1.81654 0.04505 -0.76336
H -2.44248 -2.32502 -0.73208
H 1.46563 -0.39695 1.78585
H 0.06931 1.88403 0.60950
H -1.13078 -4.97649 -3.11392
H -1.19557 -4.36222 -1.54383
H -3.13777 -1.64970 -2.25636
H -1.89382 -3.45450 -2.72521
H 1.11483 -4.05735 -2.49529
```

These are the Mulliken partial charges, in e, on atoms 1 to 4: number 1, O, carries -0.2510; number 2, O, carries -0.6098; number 3, N, carries 0.8509; number 4, N, carries -1.2787

---

Which structure wins on stability? run one wins.

---

Run one
Below is a cluster of 2 separate species, C4H15N3O in total, with properties calculated with ωB97M-V/def2-TZVPD.

Calculated values
SMILES: NCCNCCN.O
Orbital gap, eV: 9.57

Structure (XYZ):
```
23
C4H15N3O (ωB97M-V/def2-TZVPD)
O -2.45945 0.55192 0.28816
N -1.05106 -2.38277 0.83526
N -0.50461 2.60328 -1.20619
N 0.87343 -0.11866 -0.29370
C 0.29225 -2.33867 0.24360
C 0.88889 2.06720 -1.31288
C 0.91019 -1.03689 0.78815
C 1.32168 1.26160 -0.05160
H 0.95620 1.87597 0.91242
H 1.67039 2.93381 -1.42676
H -1.16050 1.86791 -1.01559
H 2.45246 1.17025 0.04348
H 1.98259 -1.13771 1.13257
H -1.32891 -3.22035 1.32851
H -1.82745 0.15064 0.88588
H 0.45496 -0.88586 1.80952
H -0.06531 -0.17272 -0.75921
H -0.59336 3.28196 -0.53705
H 0.92240 1.43350 -2.14467
H -3.20323 0.10147 0.53640
H 0.87258 -3.28234 0.73425
H 0.29626 -2.36244 -0.84967
H -1.70036 -2.36108 0.05910
```

These are the Mulliken partial charges, in e, on atoms 1 to 4: number 1, O, carries -0.6192; number 2, N, carries -0.4748; number 3, N, carries -0.5647; number 4, N, carries -0.2852

---

Run two
Below is a cluster of 2 separate species, C4H15N3O in total, with properties calculated with ωB97M-V/def2-TZVPD.

Calculated values
SMILES: CNCN.CNCO
Orbital gap, eV: 10.04

Structure (XYZ):
```
23
C4H15N3O (ωB97M-V/def2-TZVPD)
O -2.17813 2.32231 2.65866
N 0.46230 0.54062 -3.44859
N -1.37467 0.16769 2.23002
N 1.59278 -0.68377 -1.67058
C -1.02564 1.55053 2.47168
C 0.86025 0.51389 -2.05224
C 0.73855 -1.85706 -1.52705
C -0.18390 -0.63541 1.93768
H 0.35684 -2.16421 -2.49843
H -0.41332 1.70321 3.37003
H -0.22919 -0.17649 -3.62887
H -0.05259 0.65649 -1.45690
H 2.07685 -0.52674 -0.79554
H -0.47254 -1.67683 1.85663
H -0.43948 1.91738 1.61876
H 1.34552 -2.68347 -1.16498
H -2.80855 2.03916 1.98653
H 0.26122 -0.27589 1.01136
H 1.50004 1.37369 -1.85435
H -0.07727 -1.69236 -0.82375
H -1.78355 -0.20378 3.08315
H 1.26873 0.35211 -4.02959
H 0.57574 -0.56105 2.72640
```

These are the Mulliken partial charges, in e, on atoms 1 to 4: number 1, O, carries -0.5261; number 2, N, carries -0.6193; number 3, N, carries -0.4104; number 4, N, carries -0.4035

---

Which structure wins on stability? run two wins.

---

Run one
Below is the molecule CHClO3S, with properties calculated with ωB97M-V/def2-TZVPD.

Calculated values
SMILES: O=CS(=O)(=O)Cl
Orbital gap, eV: 9.07

Structure (XYZ):
```
7
CHClO3S (ωB97M-V/def2-TZVPD)
Cl -1.69192 1.82269 -2.35668
S 0.31639 1.33456 -1.98702
O 1.40559 0.88952 0.75162
O 0.56772 0.13376 -2.73446
O 1.13094 2.47913 -2.23428
C 0.55024 0.47755 0.08539
H -0.24918 -0.24339 0.23566
```

These are the Mulliken partial charges, in e, on atoms 1 to 4: number 1, Cl, carries -0.1874; number 2, S, carries 0.8090; number 3, O, carries -0.2525; number 4, O, carries -0.4845

---

Run two
Below is a cluster of 3 separate species, CHClO3S in total, with properties calculated with ωB97M-V/def2-TZVPD.

Calculated values
Orbital gap, eV: 10.44

Structure (XYZ):
```
7
CHClO3S (ωB97M-V/def2-TZVPD)
Cl 1.31336 -1.80873 0.96870
S -1.40314 -0.73021 0.60284
O -1.98524 -0.02066 1.68110
O 0.25021 2.07456 -2.01752
O -0.94798 0.19157 -0.40647
C 0.68237 1.12907 -1.52446
H 2.09042 -0.83560 0.69582
```

These are the Mulliken partial charges, in e, on atoms 1 to 4: number 1, Cl, carries -0.2466; number 2, S, carries 0.6740; number 3, O, carries -0.3698; number 4, O, carries -0.2124

---

Which structure wins on stability? run two wins.

---

Run one
Below is a cluster of 2 separate species, C4H10NS2 in total, with properties calculated with ωB97M-V/def2-TZVPD.

Calculated values
Orbital gap, eV: 8.20
Charge: +1

Structure (XYZ):
```
17
C4H10NS2 (ωB97M-V/def2-TZVPD)
S -3.15614 0.98422 0.18171
S -3.02773 -1.92022 -0.22705
N 1.04039 -0.92982 0.08694
C 0.72470 -0.23341 -0.92228
C 1.84316 -0.52480 1.21429
C -2.25950 -0.36200 -0.40683
C 1.07386 1.16209 -0.98993
H 1.84248 -1.24584 1.91128
H 0.33757 1.81853 -0.28632
H 0.63648 -1.80757 0.31025
H 2.11926 1.52516 -0.69920
H 1.46482 0.39608 1.68458
H -0.00279 -0.45385 -1.69179
H -2.08167 1.82552 0.41034
H 0.75073 1.69415 -2.00483
H 2.87856 -0.36967 0.96454
H -4.18419 -1.55855 0.46429
```

These are the Mulliken partial charges, in e, on atoms 1 to 4: number 1, S, carries -0.0934; number 2, S, carries -0.0835; number 3, N, carries -0.0531; number 4, C, carries 0.1996

---

Run two
Below is a cluster of 2 separate species, C4H10NS2 in total, with properties calculated with ωB97M-V/def2-TZVPD.

Calculated values
Orbital gap, eV: 9.08
Charge: +1

Structure (XYZ):
```
17
C4H10NS2 (ωB97M-V/def2-TZVPD)
S -1.32177 -1.65881 0.66996
S -2.47591 1.30715 0.08871
N 0.61140 0.55975 0.30311
C -1.89187 0.38803 -1.34305
C 0.97175 0.07499 1.64048
C -1.49453 -0.07236 0.00728
C 1.55326 0.01559 -0.66190
H 1.38291 0.56287 -1.52351
H 0.24072 0.36496 2.48528
H 1.98189 0.24556 1.98720
H 0.77258 1.52940 0.50639
H -1.26328 -2.30648 -0.55726
H 1.00494 -0.98560 1.67332
H -2.68215 -0.32344 -1.89464
H 1.50433 -1.04887 -0.83557
H -1.43703 1.04937 -2.13904
H 2.54278 0.29788 -0.40678
```

These are the Mulliken partial charges, in e, on atoms 1 to 4: number 1, S, carries -0.0589; number 2, S, carries 0.0172; number 3, N, carries -0.1562; number 4, C, carries -0.6725

---

Which structure wins on stability? run two wins.